One molecule with the formula C6H11N in a non-equilibrium geometry, computed with ωB97M-V with the def2-TZVPD basis set.

Gap between HOMO and LUMO, eV: 9.8437
Lowest unoccupied orbital energy, eV: 0.99
SMILES string: C=CC(=C)CCN

Structure (XYZ):
```
18
Properties=species:S:1:pos:R:3:forces:R:3
C -2.258531 0.711741 -0.358791 -0.34 1.70 0.44
C -1.034004 1.007922 -0.780805 -1.24 -0.13 -0.13
C -0.082234 -0.153369 -1.053535 0.05 1.60 -1.93
C -0.255202 -0.944095 -2.153129 3.24 -0.08 3.15
C 1.145877 -0.064053 -0.175941 1.04 0.42 -0.04
C 0.864008 0.331055 1.278234 -0.99 -3.54 0.23
N 0.930282 -0.917611 2.143047 -0.25 1.26 -0.34
H -2.909580 1.499509 0.003403 -0.11 0.32 -0.43
H -2.721923 -0.224455 -0.225237 0.21 -1.41 0.08
H -0.893574 2.155016 -0.916516 0.80 -2.32 0.28
H 0.612177 -1.609769 -2.389303 -1.08 0.25 0.15
H -1.176372 -1.133175 -2.581280 -1.59 0.29 -1.28
H 1.814783 -0.939288 -0.222185 -0.60 -0.06 0.01
H 1.825253 0.725576 -0.495299 -0.18 0.31 -0.74
H 1.459177 1.114582 1.642711 1.11 1.01 0.34
H -0.164872 0.594391 1.374530 -0.57 0.71 -0.04
H 1.188932 -0.616106 3.064542 -0.03 -0.10 0.58
H 1.655805 -1.537872 1.845555 0.53 -0.22 -0.31
```
Positions in Å, forces in eV/Å.

C32H30N4O4PSTeV as an isolated structure in a non-equilibrium geometry, computed with ωB97M-V with the def2-TZVPD basis set.

⟨S²⟩: 3.762
Net charge: +1
Gap between HOMO and LUMO (spin up / spin down), eV: 7.6342 / 8.5273
Lowest unoccupied orbital energy (spin up / spin down), eV: -2.66 / -2.71
2S+1: 4

Structure (XYZ):
```
74
Properties=species:S:1:pos:R:3:forces:R:3
V 0.482573 -0.972190 0.753938 0.75 3.46 2.67
N -3.606539 -0.349851 0.648951 0.01 -0.20 -0.01
C -3.374021 0.859475 0.021243 0.31 0.16 -0.02
C -4.230463 1.788537 -0.554588 -0.07 -0.01 -0.02
C -3.653260 2.947567 -1.032964 -0.07 -0.06 0.00
C -2.272836 3.168309 -0.939973 0.03 0.03 0.00
C -1.423466 2.237633 -0.378794 0.07 -0.01 -0.05
C -1.987315 1.058168 0.104460 -0.40 0.09 -0.01
N -1.417098 -0.028175 0.761247 -0.51 -0.15 -0.02
C -2.418069 -0.834256 1.076651 -0.10 0.47 -0.03
C -2.239858 -2.045933 1.858426 -0.10 -0.45 0.12
C -3.072079 -3.123603 1.947214 0.00 0.09 0.01
S -2.380713 -4.317509 2.947732 0.18 0.22 -0.03
C -1.011107 -3.304726 3.175305 -0.29 -0.30 0.15
N -1.069423 -2.163702 2.570712 0.30 0.37 -0.23
H -4.503787 -0.784252 0.780601 0.00 0.00 0.09
H -5.297169 1.618107 -0.616925 0.01 0.02 0.00
H -4.281391 3.703401 -1.484288 0.01 0.00 0.00
H -1.867056 4.098725 -1.313953 0.02 -0.03 -0.02
H -0.360194 2.423185 -0.321739 -0.06 0.00 0.04
H -4.026044 -3.284972 1.470588 0.02 0.03 -0.02
H -0.189698 -3.617984 3.802801 0.03 0.03 -0.04
C 4.139963 -1.012402 -0.352880 -0.14 -0.06 0.08
P 2.696913 -1.923682 0.314549 1.12 -0.40 -0.11
C 2.689723 -3.380656 -0.786900 -0.13 0.12 0.07
C 3.381399 -2.630174 1.858819 -0.08 0.04 -0.11
H 4.994781 -1.689455 -0.374638 0.04 0.04 -0.01
H 4.387949 -0.145044 0.258407 -0.02 0.02 -0.01
H 3.925945 -0.677029 -1.367120 0.00 0.04 0.00
H 3.711624 -3.732144 -0.926161 0.00 -0.03 -0.02
H 2.264875 -3.114307 -1.756024 0.02 -0.02 -0.01
H 2.085935 -4.174294 -0.348137 -0.01 0.00 -0.02
H 4.247225 -3.258163 1.647506 0.02 0.00 0.01
H 2.609230 -3.231441 2.340061 0.05 -0.03 0.03
H 3.676548 -1.826180 2.533243 -0.01 -0.01 0.03
Te 1.895701 0.978546 1.874932 0.67 1.46 0.20
C 1.117894 2.661215 2.931099 -0.01 -0.36 -0.05
C 2.031082 3.535475 3.510408 0.08 -0.13 -0.05
C 1.574524 4.617020 4.247517 -0.01 0.05 0.02
C 0.211612 4.811737 4.424569 0.04 -0.01 0.00
C -0.696389 3.933788 3.849957 0.00 0.03 0.04
C -0.245992 2.856523 3.100802 -0.07 -0.11 -0.15
C 2.126435 2.005848 0.003887 0.14 0.01 0.06
C 1.775691 1.425426 -1.210645 0.06 0.00 0.11
C 1.951782 2.125801 -2.394641 -0.01 -0.01 -0.05
C 2.485281 3.405025 -2.375146 -0.02 0.01 -0.05
C 2.826099 3.990496 -1.165564 0.01 0.03 0.05
C 2.647766 3.294553 0.021175 -0.04 -0.10 0.14
H 3.094910 3.366850 3.392109 0.00 0.02 0.05
H 2.287488 5.299006 4.691739 -0.02 0.00 0.02
H -0.140879 5.643378 5.019943 -0.01 0.01 -0.02
H -1.758683 4.082996 3.992172 0.00 0.00 -0.02
H -0.955714 2.177950 2.643729 0.00 -0.01 0.03
H 1.335571 0.434859 -1.251704 0.00 -0.05 0.00
H 1.648922 1.675227 -3.330631 0.01 -0.02 0.00
H 2.624591 3.944264 -3.302660 -0.01 0.02 0.02
H 3.234777 4.992020 -1.134603 -0.01 0.00 -0.03
H 2.897343 3.760807 0.965216 0.06 0.06 -0.05
O -0.413310 -4.580140 -0.067009 -0.02 0.09 -0.14
C -0.495518 -3.479945 -0.575195 -0.27 -0.41 0.28
O -0.064727 -2.395602 0.015428 -1.77 -4.23 -3.07
C -1.141280 -3.260117 -1.915048 0.11 0.27 -0.07
C -1.648406 -4.341555 -2.630664 0.07 0.02 0.13
C -2.230178 -4.142765 -3.873123 -0.03 -0.07 0.00
C -2.303062 -2.872652 -4.422283 -0.01 0.25 -0.14
C -1.790825 -1.804044 -3.704085 0.12 -0.54 0.25
C -1.217260 -1.983016 -2.458252 -0.06 0.02 -0.08
N -1.823706 -0.453203 -4.271607 -0.14 0.46 -0.01
O -1.349519 0.452788 -3.604282 0.01 -0.20 -0.07
O -2.332799 -0.309792 -5.361683 0.05 -0.09 0.04
H -1.567572 -5.328943 -2.195210 -0.03 0.00 -0.02
H -2.627481 -4.981732 -4.427586 0.02 -0.01 0.01
H -2.738306 -2.696899 -5.395903 -0.01 -0.03 0.02
H -0.838989 -1.122162 -1.934508 0.07 0.09 0.08
```
Positions in Å, forces in eV/Å.

Taking the records one at a time from the top gives relative energy (zero: lowest compared OMol25 entry of this formula, charge and spin) values of 60.45, 59.72 kcal/mol.